DFT (the ωB97M-V functional and the def2-TZVPD basis) results for C19H24O6 in the gas phase.

Positions of all 49 atoms, in Å:
H: -4.493 1.429 0.125
C: -0.716 -0.056 1.087
H: -1.603 2.623 -2.236
H: -0.287 1.928 0.444
C: 0.420 -0.089 -1.599
H: -1.721 3.443 1.498
C: 2.478 -1.038 -0.694
H: -2.234 3.646 -0.184
C: -0.778 0.832 -1.336
H: 1.637 2.236 -0.553
C: 2.174 1.317 -0.386
C: 3.669 -0.993 -0.001
C: -1.791 0.083 2.173
O: -2.656 1.030 1.846
C: -0.827 -1.450 0.483
C: -2.410 1.624 0.558
H: -3.436 3.439 1.097
H: -2.814 -4.888 -0.279
H: -1.633 0.265 -1.713
O: 5.274 0.389 1.207
H: -0.389 1.809 -3.216
H: 3.751 2.311 0.666
H: 0.270 -0.009 1.554
C: 3.371 1.375 0.289
H: -2.971 -2.725 -1.514
H: 6.450 -1.191 0.548
H: -1.260 -3.189 -1.280
O: 0.027 -2.285 0.598
C: -2.451 3.139 0.751
O: -1.857 -0.551 3.184
H: 2.116 -1.977 -1.082
C: -0.984 1.136 0.154
H: -3.496 -3.634 0.770
H: 4.228 -1.904 0.140
H: 5.540 -1.486 2.058
C: 6.080 -0.736 1.472
H: -3.521 0.092 -0.483
C: -0.656 2.092 -2.200
H: 0.103 2.773 -1.826
H: -3.503 1.661 -1.318
C: 1.695 0.102 -0.882
O: 0.280 -0.999 -2.391
C: 4.128 0.219 0.508
H: -1.805 -4.119 0.955
C: -3.551 1.169 -0.352
C: -2.605 -3.955 0.236
H: 6.923 -0.363 2.052
C: -2.187 -2.901 -0.775
O: -1.982 -1.626 -0.152

Frontier orbital gap, eV: 9.19
Energy relative to the best compared isomer or geometry (same formula, charge and spin), kJ/mol: 22.4